{
  "formula": "C50H47As2F4N5OSSeY",
  "method": "wB97M-V/def2-TZVPD",
  "e_above_lowest_kj_mol": 141.87,
  "lumo_ev": 2.326,
  "e_tot_ha": -9991.6649,
  "spin_multiplicity": 1,
  "fmax_ha_per_bohr": 0.0179,
  "total_charge": -1,
  "species": ["Y", "C", "N", "C", "C", "C", "N", "C", "C", "F", "C", "F", "C", "C", "F", "C", "F", "H", "H", "H", "H", "H", "H", "H", "H", "H", "H", "H", "N", "C", "S", "N", "N", "C", "C", "C", "C", "C", "C", "C", "O", "H", "H", "H", "H", "H", "H", "H", "C", "C", "As", "C", "C", "C", "C", "C", "C", "C", "C", "C", "C", "C", "C", "As", "C", "C", "C", "C", "C", "C", "C", "C", "C", "C", "C", "C", "H", "H", "H", "H", "H", "H", "H", "H", "H", "H", "H", "H", "H", "H", "H", "H", "H", "H", "H", "H", "H", "H", "H", "H", "Se", "C", "C", "C", "C", "C", "C", "H", "H", "H", "H", "H"],
  "positions_angstrom": [[-0.216, -0.990, 1.456], [-2.974, 0.883, -2.335], [-2.362, -0.115, -1.474], [-2.227, -1.343, -2.245], [-3.188, -0.318, -0.284], [-3.006, 0.769, 0.787], [-2.034, 0.372, 1.804], [-2.031, 1.031, 2.970], [-1.267, 0.528, 4.060], [-0.543, -0.640, 3.879], [-1.203, 1.111, 5.298], [-0.479, 0.519, 6.267], [-1.872, 2.285, 5.584], [-2.609, 2.824, 4.547], [-3.276, 3.976, 4.762], [-2.704, 2.238, 3.305], [-3.464, 2.889, 2.389], [-3.952, 0.539, -2.713], [-2.316, 1.078, -3.183], [-3.117, 1.815, -1.791], [-3.199, -1.696, -2.631], [-1.796, -2.133, -1.640], [-1.568, -1.163, -3.096], [-2.931, -1.281, 0.160], [-4.253, -0.366, -0.568], [-3.980, 0.928, 1.258], [-2.697, 1.703, 0.305], [-1.812, 2.758, 6.551], [3.552, -3.317, 0.018], [2.307, -2.898, 0.393], [2.202, -2.127, 1.952], [1.325, -3.207, -0.399], [0.056, -2.946, 0.090], [-0.811, -3.847, -0.210], [-2.141, -3.935, 0.336], [-3.059, -4.819, -0.251], [-4.300, -5.040, 0.297], [-4.644, -4.382, 1.483], [-3.765, -3.517, 2.088], [-2.486, -3.248, 1.540], [-1.667, -2.456, 2.144], [4.324, -2.878, 0.490], [3.677, -3.552, -0.954], [-0.494, -4.651, -0.877], [-2.765, -5.341, -1.156], [-5.002, -5.715, -0.174], [-5.610, -4.565, 1.940], [-4.020, -3.006, 3.008], [1.721, 2.012, -1.753], [1.582, 0.484, -1.779], [3.146, -0.512, -2.498], [3.899, 0.913, -3.650], [3.738, 0.835, -5.030], [4.300, 1.787, -5.871], [5.040, 2.831, -5.339], [5.203, 2.926, -3.964], [4.640, 1.973, -3.130], [4.542, -0.310, -1.145], [4.370, 0.229, 0.120], [5.423, 0.265, 1.027], [6.662, -0.238, 0.670], [6.855, -0.762, -0.605], [5.801, -0.800, -1.500], [-0.033, 2.867, -1.379], [0.405, 4.346, -0.168], [-0.648, 4.889, 0.561], [-0.428, 5.898, 1.487], [0.854, 6.390, 1.678], [1.907, 5.878, 0.932], [1.681, 4.862, 0.018], [-0.055, 4.078, -2.958], [-1.250, 4.306, -3.636], [-1.324, 5.223, -4.676], [-0.198, 5.937, -5.052], [1.003, 5.715, -4.392], [1.071, 4.792, -3.361], [2.064, 2.353, -2.729], [2.441, 2.312, -0.991], [0.745, 0.189, -2.419], [1.326, 0.063, -0.776], [3.161, 0.017, -5.450], [4.168, 1.706, -6.943], [5.497, 3.563, -5.993], [5.776, 3.742, -3.540], [4.782, 2.054, -2.059], [3.407, 0.623, 0.423], [5.262, 0.677, 2.015], [7.482, -0.224, 1.377], [7.827, -1.147, -0.892], [5.945, -1.209, -2.496], [-1.652, 4.506, 0.417], [-1.256, 6.289, 2.065], [1.037, 7.164, 2.412], [2.906, 6.272, 1.070], [2.517, 4.459, -0.543], [-2.139, 3.761, -3.339], [-2.265, 5.385, -5.188], [-0.253, 6.663, -5.854], [1.886, 6.274, -4.678], [2.018, 4.642, -2.856], [0.934, 1.508, 1.803], [2.339, 2.014, 3.010], [2.319, 1.646, 4.351], [3.294, 2.119, 5.219], [4.304, 2.951, 4.757], [4.331, 3.314, 3.417], [3.354, 2.852, 2.550], [1.543, 0.988, 4.719], [3.255, 1.841, 6.265], [5.066, 3.321, 5.432], [5.115, 3.963, 3.045], [3.370, 3.137, 1.505]],
  "atomic_forces_ev_per_a": [[-0.2, -0.7, 0.5], [0.3, 0.2, 0.1], [-0.1, -0.2, 0.0], [0.0, 0.1, 0.0], [0.1, 0.2, 0.2], [0.0, -0.1, 0.1], [-0.2, 0.3, -0.4], [-0.1, 0.2, 0.4], [-0.1, -0.1, 0.0], [-0.2, 0.3, -0.2], [-0.1, 0.0, 0.0], [0.1, -0.1, 0.0], [0.0, 0.0, -0.1], [0.1, -0.1, 0.2], [0.0, 0.0, -0.1], [0.0, -0.2, -0.1], [0.1, 0.1, 0.0], [0.0, 0.0, 0.0], [0.0, 0.1, 0.0], [0.0, 0.0, 0.0], [0.0, 0.0, 0.0], [0.0, 0.0, 0.0], [0.0, 0.0, 0.0], [-0.1, -0.1, 0.0], [0.0, -0.1, 0.0], [0.0, 0.1, -0.1], [-0.2, 0.0, 0.0], [0.0, 0.0, 0.0], [0.2, 0.0, -0.1], [-0.4, -0.2, 0.4], [0.2, 0.0, 0.2], [0.3, -0.2, -0.8], [0.1, 0.0, 0.1], [0.2, 0.0, 0.0], [-0.2, 0.2, 0.2], [0.1, 0.0, 0.0], [-0.2, -0.1, -0.1], [0.1, 0.0, 0.0], [0.1, 0.1, 0.1], [0.0, -0.5, -0.1], [-0.1, -0.1, 0.0], [0.0, 0.1, -0.1], [0.0, 0.0, 0.0], [0.1, 0.0, 0.0], [0.0, 0.0, 0.0], [0.0, 0.0, 0.0], [0.0, 0.0, 0.0], [0.0, 0.0, 0.0], [-0.2, -0.4, 0.3], [-0.2, 0.0, 0.4], [0.1, 0.2, -0.2], [0.0, -0.1, -0.1], [-0.2, -0.1, 0.1], [0.0, 0.0, -0.1], [0.0, 0.0, 0.0], [0.0, 0.0, 0.0], [0.0, 0.0, 0.0], [0.0, -0.1, 0.1], [-0.3, 0.1, 0.0], [0.1, -0.1, 0.0], [0.1, 0.0, 0.0], [0.0, 0.0, 0.0], [-0.2, 0.0, -0.1], [0.1, 0.4, -0.2], [0.1, -0.1, 0.1], [-0.1, -0.1, -0.1], [0.0, 0.0, 0.0], [0.0, 0.0, 0.0], [0.0, 0.1, 0.0], [0.0, -0.1, -0.1], [-0.1, -0.1, 0.0], [0.0, -0.1, 0.1], [0.0, 0.1, -0.1], [0.0, 0.0, 0.0], [0.0, 0.0, 0.0], [0.1, 0.0, 0.0], [-0.1, 0.1, 0.1], [0.0, 0.0, 0.0], [0.1, 0.0, -0.1], [0.4, 0.4, -0.6], [0.0, 0.0, 0.0], [0.0, 0.0, 0.0], [0.0, 0.0, 0.0], [0.0, 0.0, 0.0], [0.0, 0.0, 0.0], [-0.1, 0.0, 0.1], [0.0, 0.0, 0.0], [0.0, 0.0, 0.0], [0.0, 0.0, 0.0], [0.1, 0.0, 0.0], [0.0, -0.1, 0.1], [0.0, 0.0, 0.0], [0.0, 0.0, 0.0], [0.0, 0.0, 0.0], [0.0, 0.0, 0.0], [0.0, 0.0, 0.0], [0.0, 0.0, 0.0], [0.0, 0.0, 0.0], [0.0, 0.0, 0.0], [0.0, 0.0, 0.0], [0.4, 0.8, 0.1], [-0.2, -0.2, -0.5], [0.1, 0.0, 0.0], [0.0, 0.0, 0.0], [0.1, 0.1, 0.0], [0.0, 0.0, 0.0], [0.0, -0.1, 0.1], [0.0, 0.0, 0.0], [0.0, 0.0, 0.0], [0.0, 0.0, 0.0], [0.0, 0.0, 0.0], [0.0, 0.0, 0.0]],
  "lowdin_charge": [1.132, -0.146, -0.261, -0.101, -0.193, -0.204, -0.135, -0.268, -0.180, -0.026, -0.244, 0.076, 0.043, -0.227, 0.071, -0.139, 0.051, 0.087, 0.074, 0.058, 0.091, 0.047, 0.083, 0.090, 0.123, 0.116, 0.086, 0.124, 0.058, -0.921, 0.528, -0.035, -0.130, -0.107, -0.173, -0.063, -0.120, -0.099, -0.015, -0.380, -0.207, 0.060, 0.080, 0.127, 0.107, 0.088, 0.096, 0.113, -0.457, -0.473, 1.297, -0.410, -0.128, -0.100, -0.102, -0.086, -0.121, -0.449, -0.121, -0.071, -0.094, -0.101, -0.151, 1.312, -0.434, -0.130, -0.085, -0.095, -0.093, -0.139, -0.371, -0.127, -0.102, -0.106, -0.091, -0.115, 0.040, 0.037, 0.036, -0.005, 0.088, 0.096, 0.096, 0.100, 0.100, 0.051, 0.101, 0.097, 0.096, 0.094, 0.091, 0.101, 0.096, 0.100, 0.087, 0.079, 0.096, 0.095, 0.098, 0.089, 0.681, -0.583, -0.115, -0.095, -0.117, -0.109, -0.162, 0.084, 0.098, 0.090, 0.096, 0.078]
}